Molecular formula: C24H25ClIN10O6SZr
Method: DFT, the ωB97M-V functional and the def2-TZVPD basis

The geometry in ORCA input format:
```
! RIJCOSX wB97M-V def2-TZVPD def2/J DEFGRID3
* xyz 1 1
Zr -0.01991 -0.09333 0.13063
Cl -1.41837 -6.95469 0.98087
C -0.79153 -5.34915 1.05910
C 0.16832 -5.03137 1.99310
C 0.68252 -3.74182 2.03842
I 2.20589 -3.15004 3.36008
C 0.24794 -2.72389 1.19933
O 0.77898 -1.53792 1.23849
C -0.80124 -3.03924 0.28263
N -1.28433 -2.01061 -0.45279
C -2.22807 -2.26530 -1.33258
C -2.72733 -3.55655 -1.56981
C -2.26402 -4.60519 -0.81992
C -1.29282 -4.37030 0.17313
H 0.52006 -5.78634 2.67717
H -2.62085 -1.41844 -1.88335
H -3.47661 -3.70945 -2.33096
H -2.62900 -5.60895 -0.96916
O -1.81644 0.74063 -0.75197
C -2.07766 1.86093 -1.22171
C -1.18965 2.95892 -1.35693
C -1.64015 4.12261 -2.00317
C -0.79245 5.18187 -2.20264
C 0.54552 5.11697 -1.76038
C 1.00389 4.00976 -1.11490
C 0.16696 2.87748 -0.86759
O 0.60610 1.86512 -0.23187
N -1.27132 6.37111 -2.86338
O -2.42853 6.38325 -3.22293
O -0.48543 7.27941 -3.00896
H -3.10270 2.04170 -1.59594
H -2.65712 4.18485 -2.36444
H 1.19139 5.96156 -1.94390
H 2.01932 3.96025 -0.75400
C 5.66881 -0.09571 0.57070
C 4.67910 0.58836 1.42617
N 4.92700 1.27258 2.49146
N 3.73092 1.65287 2.99082
C 2.69853 1.19199 2.24879
S 1.07567 1.33956 2.52786
N 3.31503 0.52581 1.21061
N 2.63555 -0.03677 0.15267
H 6.66121 0.14394 0.93706
H 5.58135 0.21682 -0.46886
H 5.52480 -1.17476 0.63360
H 3.67741 2.18034 3.84772
H 2.82395 0.42969 -0.73749
H 2.79288 -1.04345 0.07443
C 1.56840 -2.11074 -3.08664
C 0.62676 -0.91961 -2.84488
C 0.95178 0.24459 -3.79641
O 0.75150 -0.50969 -1.52450
H 1.42853 -2.52178 -4.08296
H 1.35910 -2.87870 -2.34124
H 2.60270 -1.78860 -2.96958
H -0.41688 -1.24748 -3.04863
H 1.97268 0.58487 -3.62771
H 0.27197 1.07279 -3.59786
H 0.84459 -0.06270 -4.83417
N -4.00623 1.50381 4.06739
C -4.07204 0.16251 4.11079
N -4.98429 -0.41357 4.89758
N -3.29313 -0.61427 3.39881
C -2.40185 -0.28843 2.55780
N -1.58464 -0.11164 1.74667
H -4.58487 2.08364 4.65105
H -3.30443 1.95540 3.50545
H -5.63715 0.12047 5.44648
H -5.00608 -1.41603 4.95739
*
```

The calculation puts the largest force on an atom at 2.23 eV Å⁻¹. For the highest occupied orbital energy, the calculation gives -0.375 hartree. As for the energy above the lowest of the compared OMol25 structures with the same formula, charge and spin: 15.1 kcal/mol.